{"formula": "C50H55BiCl3N2PS2Si", "method": "wB97M-V/def2-TZVPD", "homo_ev": -6.25, "spin_multiplicity": 1, "e_tot_ha": -5070.442979, "orbital_gap_ev": 4.85, "species": ["Bi", "C", "C", "C", "C", "C", "C", "C", "C", "C", "C", "H", "H", "H", "H", "H", "H", "H", "H", "H", "H", "H", "H", "H", "H", "C", "C", "C", "C", "C", "C", "C", "N", "C", "C", "C", "C", "C", "C", "C", "N", "C", "C", "C", "C", "H", "H", "H", "H", "H", "H", "H", "H", "H", "H", "H", "H", "H", "H", "H", "H", "H", "H", "H", "H", "H", "H", "H", "H", "Cl", "Si", "Cl", "Cl", "S", "P", "S", "C", "C", "C", "C", "C", "C", "C", "C", "C", "C", "C", "C", "H", "H", "H", "H", "H", "H", "H", "H", "H", "H", "C", "C", "C", "C", "C", "C", "C", "C", "C", "C", "H", "H", "H", "H", "H", "H", "H"], "coordinates": [[-0.27311, 0.81068, 0.35046], [-2.31586, 2.13912, 3.75326], [-1.70161, 3.53772, 3.89120], [-2.71404, 4.60199, 3.46792], [-0.40225, 3.60712, 3.11878], [0.79694, 3.31873, 3.76867], [2.00334, 3.32798, 3.09280], [2.05949, 3.64042, 1.73690], [3.37345, 3.60202, 1.00555], [0.87137, 3.96142, 1.09238], [-0.34882, 3.93361, 1.76596], [-3.15951, 2.02366, 4.43649], [-1.57855, 1.36147, 3.97095], [-2.68867, 1.98790, 2.73766], [-1.45767, 3.69810, 4.94642], [-3.09834, 4.41173, 2.46381], [-2.26271, 5.59554, 3.47567], [-3.55914, 4.60634, 4.15828], [0.77929, 3.07863, 4.82699], [2.91702, 3.07397, 3.61947], [4.15174, 4.10750, 1.57821], [3.30003, 4.07273, 0.02569], [3.69181, 2.56455, 0.86481], [0.89018, 4.26099, 0.04854], [-1.25397, 4.20446, 1.22930], [3.38677, -4.17391, -3.00183], [1.87741, -4.25688, -3.29220], [1.31669, -5.62170, -2.86667], [1.65675, -4.09492, -4.79851], [1.21382, -3.15458, -2.48941], [1.21700, -3.20722, -1.09720], [0.79443, -2.11710, -0.38214], [0.32231, -0.99729, -0.93463], [0.19751, -0.95747, -2.28536], [0.65665, -2.01991, -3.05621], [-0.39623, 0.23967, -2.89114], [-0.59923, 0.39855, -4.26168], [-1.11854, 1.58119, -4.76995], [-1.37436, 2.60575, -3.85730], [-1.18812, 2.37213, -2.51407], [-0.74585, 1.20995, -2.04080], [-1.45390, 1.77612, -6.23739], [-1.04455, 0.57651, -7.09656], [-2.98031, 1.94262, -6.33652], [-0.73423, 3.02172, -6.77390], [3.90264, -5.02654, -3.44534], [3.59032, -4.15667, -1.93038], [3.79985, -3.25673, -3.42553], [1.73360, -6.40641, -3.49825], [0.23113, -5.63184, -2.97998], [1.55430, -5.85855, -1.82974], [2.18895, -4.88367, -5.32956], [2.03675, -3.13842, -5.16066], [0.59630, -4.17324, -5.04819], [1.58330, -4.06604, -0.55533], [0.82346, -2.13813, 0.69162], [0.56908, -1.94522, -4.12769], [-0.36709, -0.42462, -4.91826], [-1.75592, 3.56760, -4.16932], [-1.41434, 3.13858, -1.78114], [-1.58181, -0.32672, -6.80033], [0.02990, 0.38822, -7.04081], [-1.29356, 0.78102, -8.13752], [-3.47575, 1.04609, -5.95966], [-3.27521, 2.09071, -7.37636], [-3.33288, 2.79280, -5.75221], [0.34452, 2.92422, -6.63919], [-1.06003, 3.93095, -6.26927], [-0.94290, 3.13009, -7.83857], [-4.90470, 6.21423, -0.12668], [-3.54320, 4.69078, -0.58522], [-4.40318, 3.80222, -2.32869], [-1.92690, 5.75844, -1.46288], [3.97040, -0.98824, 0.76476], [2.86152, -1.04539, 2.37464], [1.22289, 0.21067, 2.49047], [3.80873, -0.63115, 3.87930], [3.22437, 0.02242, 4.95964], [3.96982, 0.26684, 6.10279], [5.29538, -0.13578, 6.16918], [5.87771, -0.78647, 5.09087], [5.13708, -1.03826, 3.94673], [2.24815, -2.72415, 2.81261], [2.84412, -3.85268, 2.26372], [2.41995, -5.11656, 2.65204], [1.40604, -5.25003, 3.58761], [0.80625, -4.12303, 4.13409], [1.22677, -2.85953, 3.75146], [2.19581, 0.35240, 4.89836], [3.51247, 0.77479, 6.94227], [5.87913, 0.06973, 7.05715], [6.91442, -1.09327, 5.14238], [5.58826, -1.53651, 3.09765], [3.63829, -3.72796, 1.53589], [2.88372, -5.99788, 2.22728], [1.08109, -6.23611, 3.89428], [0.00786, -4.22384, 4.85818], [0.75678, -1.97658, 4.16287], [-6.01970, 0.40856, 0.59282], [-5.02427, 1.28598, 0.12302], [-3.70299, 0.98437, 0.28580], [-3.29459, -0.21150, 0.92490], [-1.93019, -0.55590, 1.13127], [-1.62145, -1.70754, 1.80198], [-2.62096, -2.59349, 2.25154], [-3.93658, -2.29614, 2.04719], [-4.30599, -1.09399, 1.40152], [-5.66572, -0.75096, 1.22141], [-7.06253, 0.66230, 0.45567], [-5.30306, 2.21031, -0.36447], [-2.95349, 1.68771, -0.06989], [-0.59953, -1.96611, 2.03280], [-2.32402, -3.50383, 2.75786], [-4.71939, -2.96384, 2.38720], [-6.42354, -1.42406, 1.60557]], "forces_ev_per_angstrom": [[-0.09, 0.25, 1.02], [0.09, 0.06, 0.11], [-0.14, -0.03, -0.16], [0.11, 0.02, 0.09], [0.00, 0.01, 0.09], [0.05, 0.05, 0.00], [-0.04, 0.08, 0.03], [0.06, 0.07, -0.05], [-0.04, -0.09, 0.04], [0.03, 0.02, 0.02], [-0.03, 0.05, 0.02], [-0.02, -0.05, -0.03], [-0.04, -0.03, 0.02], [-0.01, 0.01, -0.05], [0.04, -0.02, -0.01], [-0.01, 0.00, 0.00], [-0.03, 0.01, 0.00], [-0.03, -0.01, -0.04], [-0.01, -0.01, 0.00], [0.01, 0.01, 0.00], [0.02, 0.01, -0.04], [0.00, 0.02, 0.00], [0.03, 0.02, -0.02], [-0.02, -0.02, -0.01], [0.00, -0.01, 0.02], [-0.06, 0.05, 0.03], [0.01, -0.11, -0.20], [-0.04, 0.12, 0.04], [-0.07, 0.05, 0.14], [0.11, -0.01, 0.31], [0.03, 0.02, -0.22], [-0.07, 0.04, 0.27], [0.02, -0.26, -1.04], [0.41, -0.70, 0.45], [-0.21, 0.28, -0.16], [-0.43, 0.76, -0.49], [0.18, -0.42, 0.36], [-0.06, 0.24, 0.13], [0.03, -0.16, -0.19], [-0.11, 0.13, 0.28], [0.09, -0.43, -0.30], [-0.03, -0.08, -0.20], [0.00, 0.04, 0.13], [0.08, 0.03, 0.03], [-0.05, -0.05, 0.11], [-0.01, 0.00, -0.02], [0.01, -0.08, -0.01], [0.04, -0.02, 0.01], [0.03, 0.00, 0.02], [0.00, -0.07, 0.01], [0.01, -0.02, 0.00], [-0.01, -0.01, 0.00], [0.01, -0.02, -0.04], [0.01, 0.01, -0.06], [0.07, 0.01, 0.04], [0.12, 0.04, 0.17], [0.06, -0.01, 0.00], [0.01, 0.09, -0.10], [-0.04, 0.01, 0.06], [-0.05, 0.04, -0.02], [0.03, -0.03, -0.02], [0.00, -0.02, -0.02], [0.00, -0.01, -0.01], [-0.06, 0.02, -0.02], [0.01, 0.01, -0.01], [-0.01, 0.01, -0.01], [0.01, 0.03, -0.04], [0.00, 0.01, -0.01], [0.00, 0.04, 0.00], [-0.43, 0.57, -0.10], [0.39, -1.08, 1.33], [-0.33, -0.06, -0.87], [0.53, 0.55, -0.54], [-0.20, -0.14, -0.08], [-0.09, 0.10, 0.19], [0.15, -0.44, -0.01], [-0.13, 0.08, -0.11], [0.06, -0.02, -0.02], [-0.02, 0.01, 0.05], [0.00, 0.04, 0.00], [0.04, -0.02, 0.03], [0.02, 0.01, 0.02], [0.03, 0.27, -0.17], [0.01, 0.03, -0.05], [0.02, -0.02, -0.02], [-0.06, -0.09, 0.02], [-0.02, 0.04, 0.02], [0.06, -0.12, -0.08], [-0.01, 0.01, 0.04], [0.01, 0.02, -0.01], [0.00, -0.02, 0.01], [0.00, -0.01, -0.02], [0.01, 0.03, -0.01], [-0.01, 0.00, 0.00], [0.02, 0.00, 0.00], [-0.01, 0.00, -0.01], [0.01, -0.03, 0.02], [-0.02, 0.03, 0.05], [0.01, -0.13, 0.08], [0.08, 0.17, -0.06], [0.02, -0.21, -0.02], [-0.19, -0.06, -0.03], [-0.02, 0.24, -0.15], [0.12, 0.03, 0.02], [-0.12, -0.05, -0.01], [0.08, 0.00, 0.06], [0.09, 0.09, -0.07], [-0.11, 0.06, -0.03], [0.00, 0.01, 0.02], [0.02, -0.02, 0.01], [-0.10, 0.12, 0.00], [0.10, 0.05, 0.02], [-0.03, 0.00, 0.02], [0.01, -0.01, 0.01], [0.00, -0.02, -0.03]], "mulliken_charge": [0.991, -0.989, 0.385, -1.542, 0.109, -0.535, -0.660, 1.431, -1.570, -0.776, 0.295, 0.560, 0.160, 0.015, 0.514, 0.056, 0.392, 0.455, 0.356, 0.356, 0.452, 0.360, 0.234, 0.308, -0.149, -1.483, 1.916, -1.715, -2.079, 0.492, -0.978, -0.177, 0.069, -0.376, -0.112, 0.019, -0.179, 0.599, -0.781, -0.562, -0.106, 2.020, -2.111, -1.547, -1.701, 0.428, 0.308, 0.374, 0.477, 0.389, 0.317, 0.446, 0.400, 0.413, 0.581, -0.262, 0.401, 0.475, 0.603, -0.128, 0.394, 0.428, 0.433, 0.368, 0.438, 0.359, 0.387, 0.317, 0.467, -0.421, 0.464, -0.321, -0.355, -0.358, 0.521, -0.152, 0.860, -0.317, -0.760, -0.505, -0.667, -0.581, 0.480, -0.584, -0.535, -0.594, -0.548, -0.688, 0.375, 0.424, 0.386, 0.404, 0.364, 0.458, 0.476, 0.393, 0.506, 0.466, -0.966, -0.690, 0.889, 0.464, 0.637, 0.191, -1.101, -1.005, 0.742, -0.840, 0.417, 0.126, -0.483, -0.085, 0.489, 0.397, 0.400]}